Formula: C19H31N3O4
Source: the Open Molecules 2025 dataset
Level of theory: ωB97M-V/def2-TZVPD

The relative energy (zero: lowest compared OMol25 entry of this formula, charge and spin) is 1.08 kcal per mole. The strongest force on any atom comes out at 0.50 eV Å⁻¹. Its SMILES is C=C(C)CC(=O)N[C@H]1C[C@H]2CC[C@@H]([C@H]1C)N2C(=O)C(C)(C)NC(=O)OC. Its HOMO-LUMO gap is 9.8 eV. As for the electronic energy: -1207.89096 a.u. The HOMO energy comes out at -9.30 eV.

The geometry in XYZ format:
```
57
C19H31N3O4 | the Open Molecules 2025 dataset | ωB97M-V/def2-TZVPD
H -2.2445 -5.0365 -0.0516
C 0.4439 2.5216 2.2951
C -1.2378 -5.1634 -0.4566
C 0.5489 3.0316 0.8494
C 0.6316 -1.9356 0.3560
H 3.0460 8.0214 1.3275
C -0.7197 0.2304 0.2754
H -0.6896 3.8716 -0.7204
C -0.3279 -4.2115 0.3205
N -0.1988 -2.9803 -0.2305
H 0.8968 -4.9509 -2.2238
O 2.3110 6.1644 1.0906
H -1.7313 -0.8185 2.6790
C 0.8443 -0.0898 -1.4104
C 0.0055 -5.4091 -2.6603
H -0.8675 -2.3615 2.6118
H -1.2073 4.2774 0.9269
H 1.3400 1.9608 2.5682
C -1.2321 -4.9497 -1.9445
H -1.5155 2.6632 0.2697
H -2.2711 0.5146 -1.2081
O 2.2581 2.1298 -0.6007
H -1.2884 0.9397 0.8696
C -1.5421 -0.2479 -0.9354
C 2.1859 7.4592 1.6777
H -0.0278 -5.1655 -3.7210
H -2.2265 -4.1867 -3.6391
H -0.9040 -6.1680 -0.1961
H 1.2626 7.9412 1.3604
H -0.5072 -1.4082 -2.5301
H -0.6733 -2.8285 -1.1024
C 1.5234 -1.2709 -0.7088
H 2.4172 -0.8705 -0.2260
C -0.1870 -0.9030 1.1701
C -0.8039 3.4899 0.2951
C -2.2451 -4.3576 -2.5699
H 0.3676 3.3846 2.9549
H 1.5395 0.3984 -2.0860
H -3.1336 -4.0476 -2.0320
C 1.3135 5.3069 1.4098
H -2.0663 -1.9750 1.3863
C -1.2768 -1.5508 2.0093
N 0.4401 0.8481 -0.3603
H 1.8531 -2.0266 -1.4257
H 0.1240 -6.4897 -2.5552
H -0.6981 0.2975 -2.8635
O 0.1949 -4.5433 1.3687
N 1.5227 4.1118 0.8302
C 1.1528 1.9626 -0.0947
C -0.5021 -0.4205 -2.0680
O 0.3658 5.6061 2.1101
H 1.2663 -2.4732 1.0605
H -0.4307 1.8999 2.4711
H 2.1938 7.3917 2.7645
H 2.2818 3.9922 0.1760
H -2.1017 -1.1539 -0.7104
H 0.5263 -0.4225 1.8476
```